(1)
Here is 4 unconnected molecules or ions with the total composition C29H51BrFN4O9 in a non-equilibrium geometry from the Open Molecules 2025 dataset. Energies are from ωB97M-V/def2-TZVPD.

Results
Total charge: +1
E_HOMO (eV): -10.56
HOMO-LUMO gap (eV): 7.63
Calculated total energy (eV): -128032.9062
Lowest unoccupied orbital energy (hartree): -0.1075

Each line ends with the Löwdin charge.
Positions of all 95 atoms, in Å:
C 2.526 4.400 3.530  -0.119
H -2.414 1.082 7.765  0.088
H -8.541 -3.756 -5.465  0.091
H -6.987 -4.656 -3.313  0.086
C 1.751 -1.561 -4.876  0.024
H -0.075 4.956 4.451  0.077
C 0.255 -1.789 -4.535  -0.425
C -7.902 -2.886 -5.311  -0.108
H -2.868 0.942 6.032  0.073
O 0.958 6.639 5.147  -0.188
O -0.485 -0.937 -3.641  0.058
H -3.190 -0.454 7.232  0.084
H -8.128 -2.140 -6.078  0.089
H 0.680 5.281 6.695  0.126
H -8.119 -2.469 -4.325  0.082
O 2.251 4.016 4.868  -0.212
H 1.824 6.597 6.986  0.128
C -0.267 0.188 5.472  0.007
H -0.307 6.467 3.555  0.091
C -2.487 0.356 6.904  -0.070
Br -2.031 -3.502 0.920  0.724
N -0.309 -1.204 -0.137  -0.048
C 0.847 -1.604 7.547  -0.060
N 1.880 -1.514 0.891  -0.022
C -5.231 -2.824 -3.437  -0.205
H -7.922 -3.976 -1.972  0.091
H 1.982 -0.517 -5.227  0.090
H 1.918 3.784 2.865  0.081
C 2.054 0.010 4.160  -0.058
H -6.323 -4.685 -1.659  0.087
C -0.512 -1.095 7.693  -0.031
H 5.919 0.639 -4.194  0.087
F 2.593 -2.219 -0.017  0.103
H -4.505 -2.106 -3.048  0.087
H 3.371 1.381 -6.577  0.122
O 4.576 0.012 -5.675  -0.213
C -4.059 -1.506 0.036  -0.128
C -0.182 6.039 4.551  -0.112
H -4.854 -2.144 0.510  0.091
C -1.032 -0.195 6.660  -0.224
C 1.629 -0.530 2.774  -0.169
H 3.018 4.478 6.695  0.126
H 6.963 -0.011 -6.557  0.082
H 4.157 1.970 -5.106  0.127
O -6.339 -2.818 -2.541  -0.202
H -4.016 -1.800 -1.039  0.050
H -6.053 -1.380 -4.833  0.127
H -0.675 0.872 4.696  0.112
H 1.302 -2.283 8.304  0.106
C -5.635 -2.392 -4.839  -0.195
O -6.550 -3.306 -5.430  -0.189
H 2.048 -2.235 -5.724  0.109
H 8.256 0.862 -5.721  0.091
C 5.405 1.967 -6.882  -0.197
H -2.885 -1.312 1.842  0.092
H -4.742 -2.380 -5.471  0.127
H 3.532 -1.469 2.202  0.198
H 2.661 -1.601 6.297  0.102
C 4.308 1.372 -6.011  -0.201
N 0.449 -0.463 2.094  0.217
C 5.165 -0.125 -4.393  -0.119
C 1.615 -1.217 6.374  -0.049
C 0.022 -1.939 -1.376  -0.028
H 5.129 2.994 -7.137  0.128
H 2.239 1.118 4.038  0.133
C -1.644 -0.621 0.152  -0.144
H 4.386 -0.072 -3.621  0.075
C -0.963 -1.727 -2.565  -0.388
H -4.752 -3.808 -3.451  0.132
H -2.135 -0.190 -0.760  0.134
C 1.472 5.882 6.237  -0.197
O 6.648 2.028 -6.195  -0.191
H 3.584 4.217 3.307  0.088
H 3.464 5.614 5.417  0.128
H 2.430 -1.848 -4.023  0.089
H 2.296 5.448 3.336  0.087
C 1.088 -0.330 5.327  -0.198
H 1.043 -1.615 -1.728  0.133
C 0.578 -1.077 0.834  -0.218
O -2.042 -2.217 -2.613  0.179
H -1.073 6.263 5.146  0.090
H 8.005 1.119 -7.461  0.092
C -2.681 -1.650 0.788  -0.676
N 2.563 -1.223 2.010  0.181
C 7.504 0.936 -6.506  -0.106
H -4.424 -0.442 0.123  0.101
C -6.917 -4.104 -2.375  -0.107
H 5.642 -1.104 -4.341  0.093
H 0.080 -3.032 -1.103  0.130
H -1.581 0.243 0.871  0.134
H -1.100 -1.411 8.583  0.114
O -0.346 -2.691 -5.037  0.161
H 5.509 1.408 -7.818  0.129
C 2.644 5.008 5.814  -0.193
H 3.064 -0.423 4.411  0.122

---

(2)
Here is a molecular structure, C29H51GdNO2SSi2 in a non-equilibrium geometry from the Open Molecules 2025 dataset. Energies are from ωB97M-V/def2-TZVPD.

Results
Multiplicity: 8
Total charge: +1
E_HOMO (spin up / spin down) (eV): -9.96 / -9.37
HOMO-LUMO gap (spin up / spin down) (eV): 7.53 / 6.71
Calculated total energy (eV): -83903.6726
Lowest unoccupied orbital energy (spin up / spin down) (hartree): -0.0895 / -0.0978

Each line ends with the Mulliken spin population.
Positions of all 87 atoms, in Å:
C -2.685 -0.509 4.014  0.005
C -2.885 2.738 -1.250  0.001
C 3.125 -3.955 0.546  0.001
H -5.559 0.762 -0.897  0.000
H -1.767 -3.379 -2.044  -0.001
Si 2.313 -2.345 1.090  0.026
C -3.186 -5.643 -0.371  0.000
C 1.598 2.917 0.692  0.001
Si -3.208 0.939 -1.643  0.001
H -3.748 -5.561 -3.667  0.000
C 2.616 4.994 1.410  0.000
H -0.805 -3.703 -4.293  0.000
H -1.895 3.069 -1.583  0.000
C -3.825 -3.513 -2.940  0.001
C 2.235 2.987 -0.558  -0.002
H 2.747 5.731 2.192  0.000
C -1.801 -0.266 -1.440  0.137
O -0.466 -3.186 -2.294  0.010
S 0.867 3.537 3.132  0.000
H -2.824 0.916 -4.093  0.000
C 3.251 5.096 0.159  0.000
Gd -0.010 -0.103 0.134  6.591
H -3.296 -3.003 -3.748  0.000
H -0.214 -2.328 1.657  0.002
H 1.677 -3.551 -4.025  0.000
H 2.383 -4.662 0.148  0.000
H 0.549 -3.931 1.769  0.000
H -0.881 2.254 4.864  0.001
H 1.074 -2.378 -5.201  0.000
C -4.602 0.372 -0.526  0.002
N 0.708 1.916 1.106  0.021
H -1.402 -5.722 -2.804  0.000
C 0.252 2.095 2.371  0.010
H -4.205 -3.717 -0.411  0.000
H -5.150 -5.194 -2.621  0.000
C 3.381 -1.505 2.388  0.001
H 3.628 -4.434 1.399  0.000
C -0.722 1.195 2.975  -0.022
C 0.144 -4.459 -1.908  -0.001
H 1.518 -1.814 -3.580  0.000
H 0.114 -5.605 -3.744  0.000
H -0.106 -4.579 -0.846  0.000
H 3.569 4.187 -1.768  0.000
H -4.664 -0.722 -0.489  0.000
H -2.180 -6.050 -0.534  0.000
C -2.215 0.551 4.789  -0.003
H -4.157 -0.166 -3.666  -0.001
C -2.170 -0.722 2.715  -0.011
C -0.309 -5.639 -2.733  0.000
H 3.894 5.951 -0.053  0.000
C -1.177 0.098 2.220  0.119
H -3.448 -1.186 4.402  0.001
H 2.076 2.184 -1.292  0.002
H -3.892 -6.135 -1.051  0.000
H 3.875 -3.771 -0.236  0.000
C -3.706 0.809 -3.448  0.006
H 4.319 -1.156 1.937  0.000
H -4.419 1.595 -3.715  0.001
H 1.227 -4.299 -1.985  0.000
H -3.484 -5.891 0.651  0.000
C -3.207 -4.152 -0.534  0.000
H 2.884 -0.501 -0.410  -0.001
C 0.711 -2.857 1.949  0.009
H -2.553 -1.544 2.109  0.001
C -0.358 -2.873 -3.727  0.004
C 2.030 -1.199 -0.336  0.122
H -5.084 -4.581 -4.271  0.000
H -1.257 -0.368 -2.397  0.013
H -2.487 -3.642 0.115  -0.001
H 0.840 -2.711 3.032  0.000
H -2.272 -1.251 -1.267  -0.030
H -3.641 3.352 -1.763  0.000
H 1.996 -1.746 -1.296  -0.017
C 1.791 3.906 1.667  -0.001
C -4.479 -4.792 -3.386  0.000
C -1.247 1.413 4.279  0.006
H -4.450 0.734 0.498  0.000
H 2.857 -0.637 2.815  -0.001
O -2.784 -3.814 -1.930  -0.006
H -4.536 -2.825 -2.467  0.000
H 3.621 -2.201 3.205  0.000
H 0.048 -6.560 -2.255  0.000
C 3.060 4.094 -0.808  0.000
H -0.966 -1.969 -3.856  -0.001
H -2.611 0.704 5.798  0.000
C 1.070 -2.645 -4.139  0.001
H -2.970 2.927 -0.173  0.000

---

(3)
Here is 3 unconnected molecules or ions with the total composition C29H51N4O5PS in a non-equilibrium geometry from the Open Molecules 2025 dataset. Energies are from ωB97M-V/def2-TZVPD.

Results
Multiplicity: 3
E_HOMO (spin up / spin down) (eV): -8.60 / -8.60
HOMO-LUMO gap (spin up / spin down) (eV): 8.80 / 8.35
Calculated total energy (eV): -67213.2432
Lowest unoccupied orbital energy (spin up / spin down) (hartree): 0.0076 / -0.0091

Each line ends with the Mulliken spin population.
Positions of all 91 atoms, in Å:
H 1.935 -1.918 0.203  0.019
C 2.836 1.252 -3.146  0.020
C 1.821 1.246 -4.283  -0.021
H -6.014 5.151 0.661  0.001
C 2.858 -1.274 -5.970  0.006
C -4.418 3.659 0.998  0.031
H -5.867 4.001 -0.645  0.001
H 4.383 0.712 -5.371  0.001
H 0.830 -2.725 -3.595  0.002
C -3.405 2.705 -1.167  -0.022
C -4.519 1.157 0.539  0.040
H 2.344 -1.950 -6.659  0.001
H 1.040 1.985 -4.079  0.002
C 2.215 -1.283 -4.555  0.023
H -2.081 -0.171 6.496  0.000
H 0.721 -2.685 -5.339  0.000
H -4.825 4.658 2.916  -0.001
N 1.970 -1.972 4.994  0.000
H 2.026 -3.514 1.150  0.000
H 7.245 -1.581 4.058  0.000
C 1.622 -2.046 3.831  0.000
O 6.223 0.049 2.039  0.000
H 3.897 -1.613 -5.944  -0.007
C 4.877 0.494 -4.425  0.007
C 1.186 -0.133 -4.430  0.022
H -3.097 4.588 2.519  0.000
C -4.100 4.709 2.099  -0.002
C 1.150 -1.792 2.315  0.003
H -2.042 -3.980 5.314  0.000
O 4.627 -2.641 0.881  0.000
H -2.339 3.754 0.360  0.003
S 0.995 0.051 1.909  0.000
O -3.470 2.068 2.387  0.598
H 0.522 -0.130 -5.302  0.002
H -2.430 1.139 -0.077  0.007
H -0.280 -3.466 5.295  0.000
P -1.574 -2.388 3.365  0.001
H -0.051 -3.618 1.827  0.000
H -3.532 0.565 -1.311  0.001
H 5.549 -0.629 -2.047  0.001
H -0.832 -1.516 6.415  0.000
C -4.355 -0.235 1.205  -0.036
C 3.736 -1.987 1.526  0.002
H -4.133 5.723 1.686  0.000
H -0.442 -0.278 4.384  0.000
H 2.291 1.555 -5.221  0.000
H -3.362 -0.377 1.640  0.014
H -3.409 4.772 -0.582  0.001
C 1.428 -2.622 -4.506  -0.003
C -0.902 -2.002 0.568  -0.001
H -0.898 -4.788 4.064  0.000
H 5.595 -0.314 -4.593  -0.005
O 4.186 -0.958 2.403  0.000
H -5.101 -0.387 1.991  -0.002
N 3.292 -1.207 -3.520  0.329
H 0.543 -0.307 -3.559  0.003
O 2.769 -1.644 -2.338  0.580
H 7.167 -2.545 2.497  0.000
C 6.495 -2.050 3.306  0.000
H -6.708 1.025 0.576  -0.007
H 2.102 -3.481 -4.575  0.001
H -4.287 2.842 -1.799  0.000
C -5.799 4.101 0.441  0.010
C -0.272 -2.486 1.985  0.001
H -5.968 0.156 -0.766  0.000
H 5.897 -2.901 3.783  0.000
N -4.522 2.269 1.539  0.314
N -1.163 -1.491 -0.501  0.000
C 4.797 0.163 -2.012  -0.017
H 5.327 1.120 -1.932  0.000
H -2.311 -0.039 4.042  0.005
H -6.099 1.889 -0.842  0.001
H -2.541 2.793 -1.833  0.002
H 2.830 -0.287 -6.439  0.001
H -4.484 -1.037 0.468  0.000
H 5.453 1.392 -4.180  0.000
C -3.334 3.792 -0.099  0.023
C -1.816 -1.144 5.920  0.000
C 5.619 -0.952 2.542  0.000
H -2.665 -1.913 5.990  0.000
C -1.473 -0.774 4.358  -0.004
H 3.323 2.233 -3.106  0.001
H 4.222 0.054 -1.088  0.005
H 2.297 1.143 -2.197  0.005
H -0.350 0.383 1.790  0.002
C -1.148 -3.805 4.601  0.000
C -5.898 1.065 -0.159  0.012
C 2.213 -2.372 1.230  -0.016
C -3.414 1.322 -0.527  0.017
H -6.618 3.532 0.891  -0.009
C 3.898 0.139 -3.278  0.034

---

Q: Which value of calculated total energy does entry 2 give?
A: -83903.6726 eV

---

Q: Which value of calculated total energy does entry 3 give?
A: -67213.2432 eV

---

Q: Which of these has the lowest calculated total energy?
A: C29H51BrFN4O9

---

Q: Which formula does entry 1 have?
A: C29H51BrFN4O9